Entry i
23
Properties=species:S:1:pos:R:3:nbo_charge:R:1 method="wB97M-V/def2-TZVPD" gap_ev=4.91 e_homo_ev=-11.58 total_charge=+1
N 4.166 -1.982 -2.054 -1.126
C -0.497 -0.380 1.180 0.367
C 0.391 0.228 0.245 -0.590
C 0.120 -0.210 -1.246 -0.018
O 1.194 0.187 -2.014 -0.685
C -1.187 0.283 2.274 -0.354
N -2.550 0.604 1.810 -0.477
C -2.650 1.669 0.778 -0.439
H 4.995 -1.982 -1.499 0.382
H 3.270 -2.224 -1.697 0.367
H 4.311 -1.983 -3.044 0.380
H -0.562 -1.463 1.153 0.217
H 1.402 -0.168 0.451 0.348
H 0.474 1.295 0.403 0.249
H 0.085 -1.308 -1.242 0.181
H -0.852 0.163 -1.555 0.188
H 0.958 0.828 -2.692 0.499
H -0.697 1.193 2.601 0.240
H -1.250 -0.382 3.129 0.250
H -3.030 -0.219 1.458 0.382
H -3.445 1.425 0.083 0.228
H -1.735 1.824 0.208 0.182
H -2.911 2.600 1.268 0.230

=====

Entry ii
23
Properties=species:S:1:pos:R:3:nbo_charge:R:1 method="wB97M-V/def2-TZVPD" gap_ev=11.10 e_homo_ev=-14.06 total_charge=+1
C -1.557 1.272 1.501 -0.612
C 1.808 -1.924 0.598 -0.441
C 0.417 0.910 -2.239 -0.444
C -0.644 0.038 1.362 -0.541
C -0.157 -0.506 0.065 0.737
N 0.757 -1.449 -0.201 -0.608
N 0.362 1.189 -0.800 -0.662
O -1.449 -0.809 -0.903 -0.736
H -2.332 1.314 0.691 0.226
H -1.018 2.284 1.367 0.214
H -1.876 1.356 2.509 0.254
H 1.675 -1.827 1.680 0.228
H 2.061 -3.034 0.397 0.250
H 2.782 -1.424 0.349 0.213
H 1.337 0.395 -2.545 0.217
H -0.444 0.330 -2.449 0.239
H 0.423 1.900 -2.864 0.229
H 0.144 0.185 2.026 0.251
H -1.237 -0.771 1.854 0.255
H 0.559 -1.901 -1.088 0.439
H -0.562 1.637 -0.716 0.406
H 1.043 1.753 -0.421 0.402
H -2.092 -0.918 -0.172 0.485

=====

Which of them is most stable? Easy: entry ii.

=====

Entry i
17
Properties=species:S:1:pos:R:3:nbo_charge:R:1 method="wB97M-V/def2-TZVPD" gap_ev=9.77 e_homo_ev=-8.99 total_charge=0 smiles="C=C(CO)SCC"
C 0.725 1.836 0.121 -0.358
C 0.922 0.589 0.532 -0.197
C 2.160 -0.153 0.097 -0.114
O 1.960 -1.528 -0.236 -0.708
S -0.377 -0.218 1.474 0.182
C -1.390 -1.024 0.179 -0.520
C -2.309 -0.016 -0.537 -0.627
H -0.160 2.446 0.320 0.208
H 1.382 2.392 -0.572 0.198
H 2.623 0.269 -0.843 0.197
H 2.905 -0.123 0.925 0.174
H 1.666 -1.850 0.627 0.465
H -0.687 -1.489 -0.505 0.231
H -1.933 -1.857 0.667 0.225
H -2.981 -0.513 -1.277 0.216
H -2.855 0.597 0.187 0.216
H -1.651 0.640 -1.159 0.212

=====

Entry ii
17
Properties=species:S:1:pos:R:3:nbo_charge:R:1 method="wB97M-V/def2-TZVPD" gap_ev="7.65 / 8.73" e_homo_ev="-7.21 / -8.30" total_charge=0
C 1.347 -0.416 0.394 -0.315
C 0.590 0.227 -0.462 -0.108
C 2.729 -0.810 0.257 -0.664
C -2.394 1.326 -0.904 -0.685
C -2.029 0.215 0.106 0.174
O -1.805 0.583 1.434 -0.701
S -2.641 -1.408 -0.110 -0.016
H 0.937 -0.536 1.334 0.188
H 0.646 0.506 -1.461 0.158
H 3.418 0.015 0.378 0.230
H 3.010 -0.959 -0.774 0.217
H 3.078 -1.798 0.682 0.224
H -3.393 1.497 -0.638 0.213
H -2.486 0.890 -1.877 0.229
H -1.539 2.143 -0.771 0.253
H -1.547 -0.212 1.914 0.482
H -3.877 -1.072 -0.674 0.120

=====

Entry iii
17
Properties=species:S:1:pos:R:3:nbo_charge:R:1 method="wB97M-V/def2-TZVPD" gap_ev=9.19 e_homo_ev=-8.79 total_charge=0 smiles="CC(C)(C)OC=S"
C 1.212 0.109 0.990 -0.632
C 0.030 -0.257 -0.014 0.249
C -0.298 -1.711 -0.036 -0.610
C 0.389 0.271 -1.378 -0.651
O -1.230 0.219 0.475 -0.515
C -1.533 1.561 0.565 0.051
S -2.840 2.137 1.350 -0.035
H 0.818 -0.031 2.000 0.227
H 1.516 1.137 0.812 0.210
H 2.091 -0.516 0.713 0.220
H 0.608 -2.284 -0.274 0.206
H -0.663 -2.041 0.920 0.231
H -1.008 -1.983 -0.899 0.220
H -0.169 -0.148 -2.198 0.223
H 0.474 1.363 -1.485 0.219
H 1.439 -0.026 -1.613 0.223
H -0.833 2.200 0.074 0.165

=====

Which of them is most stable? Easy: entry iii.

=====

Entry i
13
Properties=species:S:1:pos:R:3:nbo_charge:R:1 method="wB97M-V/def2-TZVPD" gap_ev=7.24 e_homo_ev=-4.06 total_charge=-1
C -1.334 -0.066 1.036 -0.746
S -2.068 -0.921 -0.387 0.119
C -0.632 -1.087 -1.464 -0.736
H -0.257 -0.224 1.051 0.278
H -1.661 -0.578 1.940 0.207
H -1.563 0.992 1.029 0.221
H 0.220 -1.488 -0.926 0.220
H -0.913 -1.804 -2.229 0.207
H -0.352 -0.147 -1.925 0.215
O 3.159 2.049 0.287 -0.775
C 2.158 1.343 0.484 0.631
O 1.399 1.252 1.479 -0.806
H 1.845 0.680 -0.375 -0.034

=====

Entry ii
13
Properties=species:S:1:pos:R:3:nbo_charge:R:1 method="wB97M-V/def2-TZVPD" gap_ev=7.13 e_homo_ev=-3.93 total_charge=-1
C -1.137 -1.748 -0.046 -0.731
S -1.161 -0.929 1.608 0.104
C -0.438 0.663 1.134 -0.741
H -1.769 -2.629 0.015 0.208
H -1.533 -1.091 -0.821 0.208
H -0.092 -1.916 -0.303 0.235
H -1.154 1.466 1.305 0.201
H 0.023 0.435 0.176 0.271
H 0.301 0.843 1.920 0.219
O 2.380 1.975 -1.965 -0.800
C 1.741 1.219 -1.174 0.604
O 2.196 0.282 -0.517 -0.773
H 0.643 1.431 -1.331 -0.005

=====

Which of them is most stable? Easy: entry i.